Here is H18O9 as an isolated structure from the OMol25 dataset. Energies are from the ωB97M-V functional and the def2-TZVPD basis.

ORCA input file:
```
! wB97M-V def2-TZVPD RIJCOSX def2/J DEFGRID3
* xyz 0 1
O 2.1429 0.3034 -0.3739
H 1.2050 0.1367 -0.2807
H 2.5282 -0.0343 0.4346
O 0.2390 0.0714 0.0786
H -0.0028 0.9924 0.1764
H -0.4242 -0.4051 0.5779
O -0.1710 1.9185 0.2477
H 0.3145 2.0131 1.0671
H 0.3981 2.3097 -0.4151
O 1.6510 1.6863 1.3795
H 1.8731 1.0926 0.6622
H 2.4803 2.1054 1.6095
O -1.8657 1.9794 -0.8034
H -2.3938 1.5665 -0.1201
H -1.0179 2.1380 -0.3884
O 0.7633 -1.0470 -2.1250
H 0.2744 -0.3231 -1.7336
H 0.3510 -1.8346 -1.7702
O -2.3131 -0.9123 -0.7685
H -2.1057 -0.2567 -1.4344
H -1.5066 -1.4185 -0.6707
O -0.5996 -1.9664 -0.7352
H -0.0576 -1.8134 0.0388
H -1.3686 -2.4288 -0.4020
O -0.1540 -2.2811 1.6984
H -0.8198 -1.6026 1.8109
H 0.5795 -1.9897 2.2399
*
```

The value obtained for the strongest force on any atom is 15.3 eV/Å. The energy comes out at -687.36785 a.u. For the energy above the lowest of the compared OMol25 structures with the same formula, charge and spin, the calculation gives 17.9037 eV.

For each atom in turn, the Mulliken charge in e is:
1. O -0.89
2. H 0.96
3. H 0.26
4. O -1.20
5. H 0.70
6. H 0.00
7. O -0.55
8. H 0.46
9. H 0.41
10. O -0.72
11. H 0.22
12. H 0.25
13. O -0.88
14. H 0.24
15. H 0.51
16. O -0.77
17. H 0.37
18. H 0.41
19. O -0.95
20. H 0.31
21. H 0.39
22. O -0.58
23. H 0.43
24. H 0.54
25. O -0.68
26. H 0.41
27. H 0.33